Record 1
Computed, not measured: a cluster of 8 separate species, C23H52N6O10 in total, with ωB97M-V with the def2-TZVPD basis set.

The calculation puts the LUMO energy at 0.3 eV. As for the net charge: 0. As for the SMILES: C[C@H]1COC(=O)O1.CN(C)C=O.CN(C)C=O.CN(C)C=O.CN(C)C=O.CN(C)C=O.CN(C)C=O.CO. For the HOMO energy, the calculation gives -8.54 eV. The value obtained for the orbital gap is 8.81 eV. Its spin multiplicity is 1.

Geometry (Å):
H (-0.2821, 4.6871, 5.5860)
H (1.3029, 2.1758, -0.1906)
H (-2.8420, 2.6158, -0.9386)
H (0.5273, -4.9495, -5.4561)
C (-1.0549, 2.1945, 3.4041)
C (-4.4430, -0.3371, 2.2951)
H (4.5952, -1.0994, 2.4292)
C (1.1331, -7.3362, -6.0426)
H (-0.8053, 2.5568, 2.3946)
C (-0.8998, -1.5862, -4.0843)
C (-2.4533, 0.2000, -3.5155)
H (2.1258, -7.7830, -6.1085)
O (-4.5913, 1.0738, 2.2924)
O (6.6030, 0.9896, 4.2593)
O (0.7874, 3.0084, 5.4135)
H (-2.9097, 0.0499, -6.1333)
O (-2.0869, 0.3624, -2.3699)
C (1.1175, -7.7376, -3.6489)
H (-3.3089, 0.7651, -3.9282)
H (2.2398, 3.6747, -0.1257)
H (0.6817, -1.2169, -0.6456)
O (0.7728, -1.7925, 3.3220)
C (-2.5787, -0.8846, -5.6867)
H (-0.6496, -3.7894, -0.0542)
H (2.1560, 2.5693, 1.2616)
H (-0.0309, -1.4987, -4.7372)
C (-1.5466, 5.4852, -0.4434)
H (4.3527, -1.9126, 3.9734)
H (-1.7938, 6.4907, -0.8225)
H (2.8151, 1.2610, 4.8905)
C (-0.1632, 3.7011, 5.1205)
H (-4.6402, -0.6569, 1.2727)
N (-2.6400, 4.6990, -0.4746)
C (0.2733, -1.6097, 2.2583)
H (2.5424, 0.3509, 3.4050)
C (4.8793, -1.0900, 3.4869)
C (-2.2207, 4.2676, 4.0143)
H (-3.4093, -0.5404, 2.5853)
H (-4.7705, 1.3883, 3.1827)
H (-3.1799, 3.7552, 4.0972)
H (0.5089, -8.6310, -3.8350)
C (2.2381, 2.6315, 0.1707)
H (1.0466, -6.5544, -6.7988)
O (0.7212, -2.2044, 1.1243)
H (0.3749, -8.0790, -6.3089)
H (-2.0348, -1.0437, 0.3672)
H (0.8468, -7.3276, -2.6862)
H (-2.1479, 4.7881, 3.0490)
C (-3.9406, 5.2246, -0.8428)
H (-1.8802, -1.3782, -6.3594)
N (0.9311, -6.8018, -4.7349)
H (2.6967, -0.5003, 4.9280)
C (-2.6070, 3.3057, -0.1236)
H (4.9768, 1.8539, 5.1185)
O (-0.4508, 5.1323, -0.0539)
N (-1.9506, -0.6613, -4.4086)
H (2.1510, -8.0978, -3.6544)
H (-3.1891, 3.1577, 0.7890)
O (5.2385, 1.7995, -1.5977)
C (0.5402, -5.5284, -4.5132)
H (5.9605, -1.1743, 3.5475)
O (0.3495, -5.0457, -3.4328)
H (3.3573, 0.6933, 1.4419)
H (-4.0175, 6.2912, -0.6493)
H (-2.2225, 5.0837, 4.7383)
C (3.0785, 0.3560, 4.3618)
C (3.6382, 0.6044, 0.3945)
C (5.4207, 1.0537, 4.5070)
H (-0.7919, 0.2795, 0.2213)
C (-0.6214, -2.9475, -0.7500)
H (0.0412, -3.2907, -1.5412)
H (-2.0144, 1.6931, 3.2402)
H (-1.3092, -2.5977, -4.1395)
C (-1.0161, -0.7215, 0.5656)
N (4.4990, 0.1586, 4.1049)
C (-0.0310, -1.7543, -0.0139)
H (-4.1245, 5.0758, -1.9143)
H (4.7041, 0.3755, 0.3750)
H (-5.1398, -0.9016, 2.9189)
H (-4.6937, 4.6481, -0.3119)
H (3.9008, 3.3245, -1.6018)
H (-0.3586, 1.4525, 3.7748)
H (3.1404, -0.2411, -0.0895)
H (-0.5276, -1.4443, -3.0744)
H (-1.6263, -2.7200, -1.0998)
N (3.3852, 1.8522, -0.2718)
C (4.2305, 2.3518, -1.2126)
H (-1.6012, 2.9652, 0.1387)
N (-1.1158, 3.3726, 4.2285)
H (-3.4114, -1.5942, -5.6034)
O (-0.7580, -0.7854, 1.9800)


Record 2
Computed, not measured: the molecule C4H6S, with ωB97M-V with the def2-TZVPD basis set.

As for the relative energy (zero: lowest compared OMol25 entry of this formula, charge and spin): 28.5 kcal per mole. The calculation puts the LUMO energy at 0.9 eV. As for the net charge: 0. As for the SMILES: C=C1CCS1. For the HOMO energy, the calculation gives -8.35 eV. The value obtained for the orbital gap is 9.29 eV. Its spin multiplicity is 1.

Geometry (Å):
C (-0.2341, -0.8612, -0.0323)
H (0.6694, 0.7407, -1.0436)
H (0.9748, 0.6701, 0.7512)
C (0.3985, -1.9785, 0.0958)
H (1.4083, -2.0149, 0.3269)
H (-0.2934, -2.8242, 0.0624)
C (0.2897, 0.5354, -0.0847)
H (-1.2139, 1.7314, -0.7123)
H (-1.4403, 1.6757, 1.0430)
C (-1.1935, 1.1937, 0.1362)
S (-1.9710, -0.4682, -0.0420)


Record 3
Computed, not measured: a cluster of 2 separate species, CH3N2O4S in total, with ωB97M-V with the def2-TZVPD basis set.

As for the relative energy (zero: lowest compared OMol25 entry of this formula, charge and spin): 86.8 kcal per mole. The calculation puts the LUMO energy (alpha / beta) at 3.8 / 0.9 eV. The expectation value of S² is 2.006. As for the net charge: -1. For the HOMO energy (alpha / beta), the calculation gives -0.76 / -5.19 eV. The value obtained for the orbital gap (alpha / beta) is 4.55 / 6.06 eV. Its spin multiplicity is 3.

Geometry (Å):
N (3.2741, -0.7449, 2.8528)
H (-0.7578, -0.9081, -0.1948)
O (2.5314, 0.1188, -0.1511)
S (1.5289, -0.2082, 0.8668)
H (0.3506, -0.0985, -1.2329)
O (1.5233, -1.5708, 1.4021)
O (2.6760, -1.0755, 3.7791)
C (-0.0233, -0.0898, -0.2038)
O (1.4859, 0.8563, 1.8693)
N (3.9098, -0.4124, 2.0140)
H (-0.6206, 0.8198, 0.0478)


Record 4
Computed, not measured: a structure of composition C24H29BClF4GeN2O3Rb, with ωB97M-V with the def2-TZVPD basis set.

As for the relative energy (zero: lowest compared OMol25 entry of this formula, charge and spin): 1.0 kcal per mole. The calculation puts the LUMO energy at -0.1 eV. As for the net charge: 0. For the HOMO energy, the calculation gives -8.64 eV. The value obtained for the orbital gap is 8.56 eV. Its spin multiplicity is 1.

Geometry (Å):
C (3.9372, -5.6647, 1.2886)
C (-0.4382, 2.9220, 3.6560)
H (-0.6472, 2.7967, -1.9665)
C (-3.1942, 1.4691, -0.6056)
H (-4.2010, 1.1930, -3.2358)
O (-0.6907, -0.7869, 1.4238)
H (3.7538, -2.4049, 0.6596)
C (-0.5226, 4.2759, 3.3563)
H (-3.0453, 1.2462, 1.5341)
H (-3.2209, -0.8048, 0.9215)
H (-2.6392, -1.7371, -0.4481)
H (4.4525, -5.8149, 0.3319)
C (-3.2137, 4.1789, -0.0969)
C (-2.6294, -0.7444, 0.0063)
C (-3.1316, 3.2959, 0.9581)
H (-2.4512, 1.2400, -3.3044)
H (4.0209, 2.9683, -3.5888)
O (-0.5683, 0.3342, -0.5021)
C (0.6832, 3.5286, -3.4765)
F (-1.3096, -5.0460, -0.8377)
C (0.3793, 2.8314, -2.3172)
H (-0.2328, 5.7851, 1.8585)
H (3.4882, 1.7241, -1.5344)
C (0.3677, 2.4717, 1.4265)
C (-1.1978, -0.3946, 0.3873)
C (2.6945, 2.2301, -2.0729)
F (-2.3707, -4.3033, 1.0383)
H (3.4910, -4.0535, 2.6296)
F (-0.8747, -6.0339, 1.1731)
C (3.9788, -4.1872, 1.6584)
H (4.5277, -6.1996, 2.0363)
N (1.8556, -5.9622, -0.0246)
H (-0.7196, 2.5653, 4.6386)
F (-2.9279, -6.3716, 0.1541)
Cl (-3.1944, 5.8934, 0.2073)
C (-3.2868, 2.3617, -1.6794)
H (1.9980, 0.2274, 0.4437)
H (-0.1024, 4.0338, -4.0240)
C (1.3846, 2.1768, -1.6035)
Rb (0.2769, -3.4683, 0.7406)
N (3.3120, -3.3159, 0.6752)
C (-3.3364, 1.8405, -3.0860)
B (-1.9216, -5.4743, 0.3741)
H (-3.0597, 3.6602, 1.9730)
C (2.5558, -6.3070, 1.2151)
H (2.2310, 4.1265, -4.8363)
H (-3.3591, 4.4323, -2.2175)
H (-3.3896, 2.6626, -3.7986)
C (0.0084, 2.0232, 2.6988)
H (0.5562, 4.2013, 0.1560)
C (-0.1606, 4.7324, 2.0982)
Ge (0.9449, 1.2620, 0.0349)
H (5.0279, -3.9049, 1.7945)
H (0.9063, -6.3221, 0.0073)
C (0.2806, 3.8331, 1.1372)
H (2.6640, -7.3899, 1.3467)
H (-0.8726, 4.9750, 4.1053)
H (2.3097, -6.4035, -0.8159)
C (1.9940, 3.5802, -3.9325)
C (-3.1209, 1.9303, 0.7000)
H (3.4072, -3.7133, -0.2525)
C (-3.2963, 3.7200, -1.4044)
H (1.9446, -5.9623, 2.0552)
C (2.9997, 2.9308, -3.2322)
O (-3.1668, 0.1423, -0.9436)
H (0.0616, 0.9686, 2.9379)


Across the entries above, E_tot takes the values -54109.600; -15078.558; -23084.262; -115730.671 eV, respectively.
Across the entries above, maximum force takes the values 1.5; 4.0; 14.8; 0.3 eV Å⁻¹, respectively.